Record 1
Entry from the OMol25 dataset: a 2-piece molecular cluster, C24H29B3Br2O7 overall (wB97M-V/def2-TZVPD).

As for the SMILES: CCCCOB1OB(COCC)OB([C@@H](Br)[C@H](C)Br)O1.O=C1c2ccccc2C(=O)c2ccccc21. The multiplicity is 1. As for the HOMO-LUMO gap: 8.73 eV. For the LUMO energy, the calculation gives -1.138 eV. The calculation puts the maximum force at 0.9 eV/Å.

Atoms and positions in Å:
C -1.415 1.739 2.260
C -1.794 1.114 0.907
C -0.561 0.820 0.056
C -0.839 0.268 -1.350
O -2.197 -0.149 -1.536
B -2.585 -1.343 -1.071
O -3.873 -1.806 -1.269
B -4.390 -2.655 -0.320
C -5.899 -2.616 0.125
O -6.440 -1.335 -0.112
C -7.839 -1.273 0.102
C -8.248 0.180 0.263
O -3.508 -3.527 0.312
B -2.267 -3.006 0.594
C -1.544 -3.291 1.971
Br -1.125 -5.197 2.056
C -0.352 -2.383 2.231
C 0.933 -2.741 1.515
Br -0.018 -2.229 4.158
O -1.709 -2.122 -0.302
H -1.935 2.680 2.438
H -1.641 1.072 3.093
H -0.344 1.952 2.310
H -2.337 0.181 1.089
H -2.493 1.744 0.355
H 0.095 0.133 0.596
H 0.012 1.746 -0.047
H -0.654 1.018 -2.117
H -0.176 -0.576 -1.550
H -5.964 -2.883 1.190
H -6.467 -3.395 -0.412
H -8.354 -1.729 -0.754
H -8.104 -1.860 0.990
H -7.438 0.732 0.738
H -9.134 0.262 0.894
H -8.475 0.652 -0.693
H -2.283 -3.151 2.761
H -0.656 -1.377 1.935
H 0.744 -2.800 0.441
H 1.686 -1.974 1.694
H 1.323 -3.696 1.861
O 2.902 0.695 0.238
C 3.819 1.186 -0.386
C 3.966 2.666 -0.502
C 3.047 3.484 0.146
C 3.172 4.861 0.066
C 4.214 5.426 -0.660
C 5.128 4.616 -1.312
C 5.006 3.233 -1.238
C 5.997 2.382 -1.960
O 6.877 2.874 -2.632
C 5.865 0.902 -1.820
C 6.791 0.083 -2.454
C 6.698 -1.293 -2.327
C 5.678 -1.857 -1.568
C 4.749 -1.046 -0.939
C 4.838 0.336 -1.064
H 2.248 3.022 0.709
H 2.458 5.497 0.573
H 4.313 6.502 -0.716
H 5.944 5.033 -1.886
H 7.576 0.544 -3.038
H 7.421 -1.930 -2.820
H 5.611 -2.933 -1.467
H 3.947 -1.463 -0.346

---

Record 2
Entry from the OMol25 dataset: C24H29Cl2N4O10Rb as an isolated structure at a distorted geometry (wB97M-V/def2-TZVPD).

The multiplicity is 1. As for the HOMO-LUMO gap: 7.20 eV. For the LUMO energy, the calculation gives 3.994 eV. The calculation puts the maximum force at 1.0 eV/Å. As for the total charge: -2.

Atoms and positions in Å:
Rb -0.462 0.171 -0.075
C 2.163 -5.061 -1.895
O 1.658 -4.263 -0.847
C 0.881 -3.167 -1.137
O 0.356 -2.578 -0.232
N 0.695 -2.912 -2.458
N -0.069 -1.814 -2.885
H 2.613 -5.931 -1.420
H 2.940 -4.543 -2.467
H 1.366 -5.387 -2.569
H 1.390 -3.195 -3.125
H -0.968 -1.843 -2.407
H 0.447 -0.959 -2.681
O 2.251 -0.529 1.139
C 2.743 -0.214 2.411
C 2.998 1.277 2.610
C 1.788 2.163 2.310
C 0.635 1.953 3.247
C 0.383 2.838 4.296
C -0.679 2.595 5.148
C -1.464 1.472 4.931
C -1.151 0.652 3.857
N -0.132 0.880 3.035
H 2.871 -0.210 0.445
H 3.680 -0.758 2.621
H 1.996 -0.570 3.125
H 3.812 1.582 1.944
H 3.347 1.441 3.638
H 1.429 1.963 1.301
H 2.071 3.215 2.315
H 1.011 3.713 4.405
H -0.898 3.277 5.962
H -2.311 1.241 5.563
H -1.740 -0.226 3.618
C -4.546 -1.669 1.954
C -3.500 -0.927 1.132
C -3.665 0.587 1.254
O -2.208 -1.312 1.616
C -3.610 -1.328 -0.378
O -4.742 -1.392 -0.875
O -2.497 -1.533 -0.931
H -4.541 -1.308 2.987
H -4.308 -2.734 1.960
H -5.536 -1.531 1.523
H -3.614 0.892 2.304
H -4.632 0.879 0.841
H -2.910 1.157 0.703
H -1.782 -1.695 0.822
Cl 3.675 2.666 -3.213
C 3.849 0.899 -3.174
Cl 3.224 0.195 -4.690
C 3.144 0.325 -1.899
O 3.894 0.360 -0.904
O 1.989 -0.095 -2.014
H 4.910 0.683 -3.143
O -2.299 2.537 -1.413
C -1.664 3.451 -0.902
N -0.556 3.347 -0.119
C -0.161 4.587 0.261
O 0.778 4.888 0.990
C -1.090 5.623 -0.347
C -1.123 7.000 -0.278
C -2.144 7.652 -0.965
C -3.093 6.936 -1.689
C -3.050 5.544 -1.751
C -2.030 4.914 -1.067
H -0.378 7.542 0.292
H -2.209 8.734 -0.940
H -3.875 7.477 -2.210
H -3.778 4.967 -2.306

---

Record 3
Entry from the OMol25 dataset: C24H29Cl4GeN7O2PdSTe as an isolated structure (wB97M-V/def2-TZVPD).

The multiplicity is 2. As for the HOMO-LUMO gap (spin up / spin down): 7.29 / 7.62 eV. For the LUMO energy (spin up / spin down), the calculation gives 2.235 / 2.236 eV. The calculation puts the maximum force at 0.8 eV/Å. As for the total charge: -1.

Atoms and positions in Å:
Pd -0.330 -0.164 0.152
C -5.237 2.829 3.449
C -4.315 1.780 4.060
C -4.814 0.368 3.764
C -2.865 1.966 3.621
N -2.680 1.817 2.183
C -2.480 0.708 1.482
N -2.368 1.035 0.207
N -2.506 2.389 0.162
N -2.703 2.858 1.333
H -6.252 2.716 3.834
H -5.278 2.726 2.363
H -4.899 3.843 3.670
H -4.301 1.920 5.147
H -4.953 0.219 2.690
H -5.779 0.192 4.242
H -4.117 -0.394 4.121
H -2.216 1.223 4.087
H -2.492 2.956 3.876
H -2.439 -0.286 1.908
C 5.132 -3.641 -2.772
C 3.731 -4.062 -3.204
C 2.696 -3.000 -2.995
N 1.501 -3.235 -2.586
N 0.722 -2.102 -2.498
C 1.367 -1.032 -2.850
N 0.807 0.218 -2.885
S 2.999 -1.324 -3.320
H 5.842 -4.456 -2.921
H 5.147 -3.363 -1.718
H 5.491 -2.785 -3.346
H 3.396 -4.931 -2.636
H 3.737 -4.352 -4.259
H 0.102 0.369 -2.169
H 1.460 0.985 -2.904
C -3.606 -2.241 -0.017
Te -1.551 -2.331 -0.631
C -2.511 -1.730 -2.448
C -3.786 -2.526 -2.458
C -4.383 -3.036 -3.601
C -5.539 -3.803 -3.506
C -6.097 -4.065 -2.264
C -5.500 -3.563 -1.114
C -4.350 -2.793 -1.202
H -3.855 -1.188 0.130
H -3.769 -2.793 0.904
H -1.872 -1.898 -3.310
H -2.714 -0.662 -2.339
H -3.935 -2.843 -4.569
H -5.993 -4.206 -4.403
H -6.991 -4.672 -2.188
H -5.923 -3.782 -0.140
Cl -1.236 -2.781 2.580
Ge 1.009 -1.928 2.141
Cl 0.434 0.209 2.953
Cl 1.844 -2.677 4.147
Cl 7.180 4.272 0.055
C 5.700 3.340 0.041
C 4.491 3.996 -0.108
C 3.322 3.250 -0.117
C 3.364 1.867 0.014
C 4.591 1.231 0.162
C 5.768 1.964 0.182
C 2.095 1.055 -0.028
O 2.187 -0.192 -0.056
O 1.000 1.682 -0.064
H 4.470 5.072 -0.213
H 2.356 3.727 -0.219
H 4.603 0.154 0.266
H 6.727 1.479 0.304

---

Record 4
Entry from the OMol25 dataset: a 2-piece molecular cluster, C24H29F6N4 overall at a distorted geometry (wB97M-V/def2-TZVPD).

The multiplicity is 1. As for the HOMO-LUMO gap: 4.98 eV. For the LUMO energy, the calculation gives -5.256 eV. The calculation puts the maximum force at 2.2 eV/Å. As for the total charge: +1.

Atoms and positions in Å:
C -2.668 0.601 3.271
C -2.616 -0.939 3.155
C -1.171 -1.311 2.826
N -0.421 -0.081 3.064
N 0.833 -0.090 2.733
C 1.756 0.794 2.874
C -1.253 1.128 3.054
H -3.357 1.029 2.539
H -3.012 0.895 4.264
H -2.892 -1.418 4.099
H -3.286 -1.325 2.381
H -0.757 -2.112 3.458
H -1.053 -1.640 1.776
H 2.757 0.466 2.610
H 1.602 1.823 3.259
H -1.160 1.668 2.095
H -0.915 1.817 3.839
C 5.541 -2.930 -2.974
N 5.939 -1.553 -2.792
C 6.615 -0.940 -3.927
C 8.086 -1.220 -3.813
F 8.835 -0.728 -4.832
F 8.566 -0.688 -2.634
F 8.306 -2.579 -3.740
C 5.852 -0.918 -1.580
C 5.295 0.382 -1.458
C 5.010 0.894 -0.214
C 5.390 0.198 0.982
C 4.915 0.633 2.245
C 5.336 0.092 3.497
C 5.426 0.928 4.647
C 5.954 0.461 5.832
C 6.351 -0.895 5.970
N 6.754 -1.435 7.190
C 8.046 -1.148 7.766
C 5.833 -2.185 8.043
C 5.767 -3.635 7.652
F 5.096 -4.404 8.560
F 5.128 -3.786 6.439
F 7.032 -4.153 7.503
C 6.223 -1.742 4.843
C 5.639 -1.289 3.679
C 6.236 -0.947 0.808
C 6.333 -1.560 -0.417
H 4.709 -3.169 -2.297
H 5.210 -3.071 -4.013
H 6.361 -3.637 -2.769
H 6.248 -1.409 -4.849
H 6.472 0.146 -3.907
H 5.013 0.901 -2.374
H 4.472 1.844 -0.120
H 4.360 1.569 2.244
H 5.075 1.960 4.568
H 6.028 1.105 6.708
H 8.487 -0.257 7.298
H 7.936 -0.983 8.846
H 8.746 -1.989 7.619
H 6.198 -2.147 9.078
H 4.821 -1.779 7.933
H 6.559 -2.772 4.951
H 5.393 -2.016 2.896
H 6.776 -1.396 1.642
H 6.818 -2.532 -0.516

---

Record 5
Entry from the OMol25 dataset: one molecule with the formula C24H29FN2O (wB97M-V/def2-TZVPD).

As for the SMILES: CCn1cc(CN2CCC[C@](CO)(Cc3ccc(F)cc3)C2)c2ccccc21. The multiplicity is 1. As for the HOMO-LUMO gap: 8.57 eV. For the LUMO energy, the calculation gives 0.737 eV. The calculation puts the maximum force at 0.6 eV/Å.

Atoms and positions in Å:
C -5.235 -2.998 -1.198
C -5.098 -2.693 0.293
N -4.069 -1.721 0.544
C -2.761 -2.007 0.830
C -2.027 -0.862 0.939
C -0.575 -0.741 1.262
N 0.116 0.080 0.280
C 0.099 -0.525 -1.038
C 0.641 0.453 -2.073
C 2.038 0.930 -1.683
C 2.082 1.446 -0.241
C 1.262 2.750 -0.119
O 1.249 3.288 1.181
C 3.532 1.780 0.185
C 4.448 0.595 0.259
C 5.180 0.193 -0.854
C 6.009 -0.914 -0.804
C 6.106 -1.617 0.381
F 6.912 -2.702 0.440
C 5.409 -1.235 1.512
C 4.585 -0.126 1.440
C 1.481 0.368 0.671
C -2.927 0.216 0.685
C -2.781 1.602 0.640
C -3.884 2.371 0.350
C -5.131 1.789 0.105
C -5.305 0.422 0.142
C -4.195 -0.364 0.433
H -4.302 -3.397 -1.589
H -5.477 -2.090 -1.746
H -6.024 -3.728 -1.361
H -6.045 -2.310 0.684
H -4.847 -3.608 0.838
H -2.446 -3.026 0.956
H -0.131 -1.751 1.339
H -0.462 -0.251 2.237
H -0.933 -0.788 -1.280
H 0.705 -1.453 -1.052
H -0.041 1.299 -2.154
H 0.680 -0.038 -3.047
H 2.369 1.713 -2.370
H 2.730 0.089 -1.768
H 1.714 3.521 -0.750
H 0.239 2.569 -0.461
H 0.713 2.710 1.734
H 3.482 2.269 1.159
H 3.929 2.500 -0.533
H 5.109 0.757 -1.772
H 6.577 -1.230 -1.665
H 5.518 -1.797 2.426
H 4.045 0.187 2.321
H 1.487 0.712 1.710
H 2.110 -0.541 0.620
H -1.817 2.049 0.824
H -3.793 3.447 0.308
H -5.974 2.425 -0.120
H -6.273 -0.017 -0.051

---

Record 6
Entry from the OMol25 dataset: one molecule with the formula C24H29FN2O2 (wB97M-V/def2-TZVPD).

As for the SMILES: O=C(c1ccc(OC2CCN(Cc3cccc(F)c3)CC2)cc1)N1CCCCC1. The multiplicity is 1. As for the HOMO-LUMO gap: 9.14 eV. For the LUMO energy, the calculation gives 0.666 eV. The calculation puts the maximum force at 0.6 eV/Å.

Atoms and positions in Å:
O -3.792 -2.116 1.633
C -3.952 -1.054 1.056
C -2.831 -0.074 0.929
C -1.626 -0.482 0.378
C -0.538 0.372 0.311
C -0.629 1.662 0.824
O 0.325 2.628 0.831
C 1.681 2.435 0.452
C 1.900 2.179 -1.042
C 3.412 2.169 -1.314
N 4.141 1.205 -0.519
C 3.990 -0.178 -0.935
C 5.106 -1.019 -0.372
C 4.864 -2.268 0.182
C 5.904 -3.032 0.685
C 7.203 -2.558 0.649
C 7.429 -1.309 0.098
F 8.692 -0.833 0.058
C 6.408 -0.535 -0.413
C 3.915 1.417 0.897
C 2.430 1.401 1.296
C -1.839 2.062 1.405
C -2.920 1.212 1.458
N -5.151 -0.682 0.545
C -5.370 0.405 -0.380
C -5.733 -0.141 -1.764
C -6.954 -1.052 -1.668
C -6.678 -2.169 -0.665
C -6.288 -1.568 0.684
H -1.539 -1.487 -0.009
H 0.368 0.005 -0.140
H 2.113 3.421 0.679
H 1.421 2.970 -1.622
H 1.468 1.229 -1.353
H 3.823 3.157 -1.080
H 3.601 1.966 -2.371
H 4.056 -0.201 -2.028
H 3.023 -0.622 -0.652
H 3.854 -2.650 0.222
H 5.701 -4.003 1.112
H 8.027 -3.134 1.038
H 6.612 0.438 -0.829
H 4.343 2.391 1.153
H 4.458 0.649 1.452
H 2.328 1.649 2.353
H 2.018 0.402 1.151
H -1.896 3.058 1.815
H -3.836 1.538 1.928
H -6.195 1.024 -0.004
H -4.473 1.021 -0.447
H -4.885 -0.707 -2.155
H -5.929 0.692 -2.441
H -7.817 -0.470 -1.338
H -7.187 -1.473 -2.648
H -5.859 -2.793 -1.026
H -7.559 -2.800 -0.541
H -7.128 -0.993 1.093
H -6.009 -2.350 1.392

---

Record 7
Entry from the OMol25 dataset: C24H29GeN2O5ReSSe as an isolated structure at a distorted geometry (wB97M-V/def2-TZVPD).

The multiplicity is 2. As for the HOMO-LUMO gap (spin up / spin down): 6.20 / 6.10 eV. For the LUMO energy (spin up / spin down), the calculation gives 2.290 / 2.430 eV. The calculation puts the maximum force at 3.7 eV/Å. As for the total charge: -1.

Atoms and positions in Å:
Re -1.190 -0.235 -0.869
O -0.390 1.592 0.485
C -1.427 2.524 0.240
C -1.634 2.611 -1.253
C -1.860 3.828 -1.864
C -2.027 3.898 -3.241
C -1.934 2.707 -3.959
C -1.713 1.526 -3.293
N -1.574 1.441 -1.947
H -0.360 1.337 1.418
H -1.163 3.511 0.649
H -2.369 2.197 0.710
H -1.898 4.719 -1.255
H -2.202 4.844 -3.731
H -2.027 2.702 -5.033
H -1.631 0.584 -3.822
O -1.079 -2.128 2.773
C -1.393 -1.595 1.730
O -0.780 -1.577 0.627
C -2.748 -0.673 1.694
O -3.439 -0.653 2.690
O -2.840 -0.027 0.631
C 3.436 -1.425 -2.962
Ge 1.530 -1.913 -2.545
C 1.499 -3.487 -1.328
C 0.678 -2.444 -4.259
C 0.791 -0.282 -1.720
H 3.980 -2.233 -3.439
H 3.977 -1.140 -2.062
H 3.443 -0.573 -3.636
H 1.533 -4.414 -1.893
H 0.569 -3.464 -0.768
H 2.328 -3.473 -0.625
H 1.050 -3.411 -4.588
H 0.866 -1.724 -5.049
H -0.393 -2.520 -4.104
H 0.963 0.544 -2.425
H 1.435 -0.082 -0.852
N 1.663 -0.237 1.763
S 2.773 -1.158 2.335
C 4.271 -0.146 2.040
C 4.174 0.893 1.132
C 5.298 1.628 0.800
C 6.524 1.299 1.356
C 6.617 0.249 2.257
C 5.491 -0.478 2.605
C 2.689 -0.866 4.149
C 2.470 -1.957 4.972
C 2.207 -1.762 6.318
C 2.154 -0.476 6.829
C 2.367 0.616 6.002
C 2.623 0.419 4.656
H 0.978 -0.806 1.283
H 3.208 1.117 0.702
H 5.219 2.442 0.094
H 7.414 1.850 1.083
H 7.576 -0.014 2.682
H 5.561 -1.292 3.314
H 2.482 -2.953 4.556
H 2.022 -2.614 6.959
H 1.934 -0.325 7.876
H 2.315 1.620 6.402
H 2.750 1.258 3.988
Se -2.292 -1.758 -2.284